Here is 2 unconnected molecules or ions with the total composition C36H36NO2 in a non-equilibrium geometry from the Open Molecules 2025 dataset. Energies are from the ωB97M-V functional and the def2-TZVPD basis.

Atoms and positions in Å:
C 4.77754 -5.13769 -1.81705
C 5.15161 -3.65874 -1.66365
C 4.35901 -3.24056 -0.45644
C 3.70218 -4.39207 0.04984
O 3.90614 -5.51703 -0.68351
C 2.89823 -4.34282 1.20057
C 2.68888 -3.12002 1.78755
C 3.17460 -1.89915 1.19305
C 2.82040 -0.59657 1.62476
C 2.11969 -0.30184 2.83420
C 2.60560 0.75192 3.66722
C 2.01756 0.98893 4.89168
C 0.89817 0.21333 5.28427
O 0.35348 0.57117 6.47627
C 1.13218 1.72197 6.97590
C 2.27292 1.99207 5.98464
C 0.37125 -0.80394 4.47320
C 0.97593 -1.04135 3.26802
C 4.14031 -2.02153 0.14425
H 4.21509 -5.31728 -2.74353
H 5.65517 -5.79514 -1.77702
H 6.23463 -3.56079 -1.49457
H 4.89303 -3.08091 -2.56201
H 2.49351 -5.27324 1.58443
H 2.12617 -3.06795 2.71874
H 3.34691 0.23386 1.15036
H 3.48249 1.33209 3.36175
H 0.44194 2.57509 7.04350
H 1.50229 1.45687 7.97483
H 3.24573 1.84281 6.47357
H 2.23192 3.02830 5.62627
H -0.47367 -1.36955 4.84380
H 0.58274 -1.81878 2.60975
H 4.70514 -1.14273 -0.18539
C 3.24852 -0.22512 -3.67246
C 2.88456 -0.18629 -2.32372
C 1.60227 0.16929 -1.92395
C 0.63974 0.55302 -2.88696
C -0.69382 1.03455 -2.55116
C -1.01453 2.02840 -1.65222
N -2.30412 2.51445 -1.49433
C -3.39605 1.83965 -2.17794
C -4.76422 2.20301 -1.60579
C -4.99865 3.70107 -1.55799
C -3.85163 4.37301 -0.82142
C -2.47461 3.96040 -1.32777
C 0.05998 2.61864 -0.79809
C 1.17459 3.20667 -1.41392
C 2.20229 3.75088 -0.65379
C 2.14510 3.69702 0.74306
C 1.03287 3.11616 1.36624
C -0.00970 2.58072 0.60442
C 0.99602 0.44340 -4.25242
C 2.28059 0.08520 -4.64342
H 4.27012 -0.48897 -3.95218
H 3.61675 -0.43957 -1.55861
H 1.32979 0.17342 -0.86861
H -1.48662 0.67998 -3.21920
H -3.39003 2.10845 -3.25192
H -3.27038 0.75566 -2.08517
H -5.53156 1.71701 -2.21793
H -4.83591 1.79968 -0.59050
H -5.09082 4.10417 -2.57436
H -5.93719 3.90964 -1.03819
H -3.92895 5.45952 -0.92098
H -3.91781 4.12538 0.24230
H -1.72424 4.34353 -0.62785
H -2.31338 4.45210 -2.30989
H 1.22074 3.22326 -2.50382
H 3.04299 4.21583 -1.16168
H 2.97264 4.08533 1.33972
H 0.97648 3.07550 2.45227
H -0.86610 2.10639 1.09023
H 0.24563 0.69925 -5.00568
H 2.54535 0.04507 -5.70109

Values from the calculation:
gap between HOMO and LUMO	4.30	eV
molecular weight	514.7	g/mol
net charge	+1
HOMO energy	-9.29	eV
E	-1598.379719	Eh